A gas-phase ion, C15H15N2O (charge +1). Source: OMol25; level of theory: ωB97M-V/def2-TZVPD.

```
33
Properties=species:S:1:pos:R:3:forces:R:3:nbo_charge:R:1
C 0.015214 0.205102 0.857096 1.0 -0.7 0.7 -0.156
C -0.959776 1.146525 1.355889 -2.1 1.9 1.3 0.227
N -1.806756 1.886475 1.668468 1.8 -1.7 -0.5 -0.201
N -0.203623 -1.178258 1.472910 -0.6 0.1 0.4 -0.259
C 0.846382 -1.988019 1.783595 -0.3 0.5 -0.3 0.100
C 0.631924 -3.300758 2.174449 0.4 0.1 -0.1 -0.223
C -0.663694 -3.807468 2.271063 0.3 0.0 -0.1 -0.084
C -1.712726 -2.922045 2.085933 -0.5 0.5 -0.1 -0.223
C -1.474638 -1.602937 1.717714 0.4 -0.3 -0.1 0.087
H 1.051127 0.492328 1.097874 -0.4 0.0 0.2 0.279
H 1.827933 -1.515448 1.714416 -0.3 -0.4 -0.2 0.253
H 1.502551 -3.919092 2.380784 -0.2 0.1 0.0 0.265
H -0.841201 -4.866041 2.494668 0.1 0.5 0.0 0.263
H -2.749774 -3.224608 2.213749 0.3 0.0 0.0 0.265
H -2.271611 -0.859886 1.651830 0.3 -0.3 -0.3 0.265
C 0.351241 -1.936828 -1.687909 0.0 0.4 -0.1 -0.250
O 0.866912 -0.689728 -1.191207 -0.3 -0.4 0.5 -0.546
C -0.087321 0.216362 -0.658488 -0.1 -0.6 -2.0 0.090
C 0.203131 1.617914 -1.179321 -0.2 0.3 -0.4 -0.105
C -0.825800 2.557821 -1.366817 0.2 -0.3 0.5 -0.191
C -0.510309 3.904240 -1.551868 -0.2 -0.1 -0.2 -0.200
C 0.826524 4.302391 -1.674356 -0.4 -0.4 -0.1 -0.187
C 1.826412 3.329732 -1.671234 0.2 0.0 -0.3 -0.220
C 1.521641 1.983205 -1.457891 0.1 0.2 0.5 -0.153
H 1.220320 -2.587898 -1.817165 -0.2 0.1 0.0 0.213
H -0.359860 -2.404143 -0.988215 0.2 0.1 -0.1 0.155
H -0.148087 -1.777095 -2.655084 0.1 -0.1 0.3 0.200
H -1.111575 -0.088952 -0.943336 0.2 0.1 0.1 0.200
H -1.865143 2.203720 -1.313860 0.4 0.4 0.1 0.220
H -1.325232 4.636569 -1.607058 0.4 -0.3 -0.1 0.233
H 1.060276 5.354937 -1.831129 0.0 -0.3 0.1 0.232
H 2.864658 3.617247 -1.860693 -0.4 -0.1 0.1 0.228
H 2.300880 1.214638 -1.484808 -0.2 0.4 0.1 0.224
```
Forces are in eV/Å.

Output
- Gap between HOMO and LUMO: 7.311 eV
- SMILES string: CO[C@H](c1ccccc1)[C@@H](C#N)[n+]1ccccc1
- Net charge: +1
- LUMO level: -0.175 Eh

---

A single C15H15N3O3S molecule. Source: OMol25; level of theory: ωB97M-V/def2-TZVPD.

```
37
Properties=species:S:1:pos:R:3:forces:R:3:nbo_charge:R:1
C 1.405221 2.184519 2.560296 0.0 0.0 0.0 -0.629
C 1.442584 1.789332 1.115865 0.0 0.0 -0.1 0.011
C 1.859833 0.523233 0.739956 0.1 0.3 -0.1 -0.280
C 1.860878 0.133039 -0.593930 -0.1 0.8 0.3 0.224
C 1.464896 1.028325 -1.592485 0.0 -0.2 0.0 -0.085
C 1.065819 2.299309 -1.204525 0.0 0.0 0.1 -0.177
C 1.039976 2.676415 0.124916 0.0 0.0 0.0 -0.235
H 0.711796 3.669325 0.394519 0.0 0.1 0.0 0.210
H 0.759240 3.005583 -1.962857 0.0 0.1 -0.1 0.208
C 1.474672 0.631723 -3.040597 0.0 0.0 0.2 -0.639
H 1.102638 1.446686 -3.656148 0.0 0.0 -0.1 0.228
H 2.486226 0.391891 -3.368920 0.1 0.0 -0.1 0.218
H 0.844082 -0.241571 -3.213880 0.0 -0.1 -0.1 0.207
N 2.242526 -1.177349 -0.892946 -0.1 -0.7 0.1 -0.866
S 1.624289 -2.433083 0.038210 -0.2 -0.1 -0.3 2.307
O 2.358078 -2.546868 1.259315 -0.1 0.3 0.1 -0.926
O 1.583746 -3.557665 -0.848843 -0.1 0.1 -0.2 -0.939
C -0.034354 -1.861264 0.399914 0.6 -0.3 0.1 -0.261
C -0.371334 -1.524653 1.697770 0.1 -0.1 0.0 -0.215
C -1.620900 -0.996005 1.989648 -0.2 0.0 -0.2 -0.234
C -2.497673 -0.819732 0.936184 0.5 -0.2 -0.1 0.129
N -3.777558 -0.324324 0.880030 0.0 0.0 0.2 -0.589
C -4.257049 -0.353187 -0.417415 -0.3 0.1 -0.2 0.765
O -5.337085 0.009059 -0.802734 -0.4 0.1 -0.1 -0.612
N -3.230387 -0.884211 -1.175905 0.0 -0.1 -0.2 -0.609
C -2.146092 -1.178340 -0.383552 0.6 -0.1 0.5 0.195
C -0.903006 -1.704570 -0.667725 -0.4 0.1 0.0 -0.276
H -0.607043 -2.002397 -1.659955 0.0 0.0 -0.2 0.235
H -3.299270 -1.031720 -2.168176 -0.1 0.1 0.1 0.429
H -4.318573 0.013735 1.657527 -0.1 0.0 -0.2 0.429
H -1.894100 -0.730665 2.997997 0.0 0.0 0.1 0.225
H 0.359320 -1.688955 2.472203 0.1 0.0 0.1 0.247
H 2.247241 -1.418070 -1.871299 0.0 -0.2 -0.1 0.417
H 2.201039 -0.186521 1.476060 0.1 0.0 0.2 0.233
H 1.993638 1.498467 3.163026 0.0 0.0 0.1 0.217
H 0.377445 2.166898 2.923999 0.0 0.0 0.1 0.217
H 1.789243 3.193621 2.694443 0.0 0.1 0.1 0.220
```
Forces are in eV/Å.

Output
- Gap between HOMO and LUMO: 9.081 eV
- SMILES string: Cc1ccc(C)c(NS(=O)(=O)c2ccc3[nH]c(=O)[nH]c3c2)c1
- LUMO level: 0.016 Eh

---

A single C15H15N5O2S2 molecule. Source: OMol25; level of theory: ωB97M-V/def2-TZVPD.

```
39
Properties=species:S:1:pos:R:3:forces:R:3:nbo_charge:R:1
C 4.449582 4.298470 0.256412 0.0 -0.1 0.3 -0.660
C 4.049413 2.884113 0.447653 -0.1 -0.6 -0.5 0.340
C 3.809000 1.872892 -0.436757 0.1 0.4 0.4 -0.375
C 3.473385 0.778221 0.401032 0.3 0.9 0.3 0.307
N 3.515439 1.124406 1.667152 -0.3 -1.3 -0.1 -0.182
O 3.873340 2.431903 1.701590 0.2 0.8 -0.3 -0.274
N 3.139596 -0.513209 0.055571 0.1 -0.1 0.6 -0.620
C 3.018311 -0.987803 -1.210845 -0.1 -0.4 0.1 0.695
O 3.258573 -0.358195 -2.210210 0.1 0.2 -0.2 -0.588
C 2.609403 -2.454982 -1.301142 -0.3 -0.1 0.1 -0.618
H 2.011071 -2.590177 -2.201918 0.1 0.1 0.0 0.266
H 3.507823 -3.071165 -1.372320 0.0 0.0 0.0 0.256
S 1.687523 -3.112030 0.117792 0.4 -0.4 0.0 0.289
C 0.281102 -2.103650 0.013048 -0.5 -0.1 0.4 -0.153
N 0.118537 -1.164903 -0.844904 1.4 -0.8 -0.1 -0.280
N -1.037311 -0.525127 -0.736549 -1.5 1.1 -0.1 -0.337
C -1.797419 -0.953915 0.212934 0.9 -1.0 0.4 0.272
N -3.017370 -0.518821 0.566325 -0.7 -0.1 0.6 -0.603
C -3.788003 0.491599 -0.015272 -0.2 0.4 -0.3 0.220
C -3.321383 1.236496 -1.092650 0.2 -0.1 0.0 -0.272
C -4.112816 2.226626 -1.644381 -0.2 0.0 0.1 -0.192
C -5.370489 2.481220 -1.127733 0.0 0.1 -0.1 -0.230
C -5.831889 1.738589 -0.054465 0.1 0.0 0.0 -0.187
C -5.061060 0.739527 0.518986 0.0 0.0 0.0 -0.076
C -5.590460 -0.050493 1.682267 0.1 0.1 -0.1 -0.642
H -5.654751 -1.112708 1.441377 0.0 -0.1 0.1 0.213
H -4.957355 0.070697 2.562551 0.0 0.0 0.1 0.213
H -6.588622 0.292675 1.940905 0.0 0.0 0.1 0.231
H -6.814342 1.937260 0.349030 -0.1 0.0 0.1 0.207
H -5.991785 3.253016 -1.555701 -0.1 0.1 0.0 0.213
H -3.741471 2.798512 -2.480829 0.0 0.0 -0.1 0.216
H -2.340730 1.028647 -1.486466 0.0 0.0 0.0 0.260
H -3.441698 -0.995569 1.347598 0.1 0.1 -0.2 0.409
S -1.068346 -2.307681 1.128717 0.2 0.6 -0.8 0.294
H 2.923578 -1.118735 0.838486 0.0 0.0 -0.2 0.422
H 3.850583 1.875780 -1.503362 0.0 0.1 -0.2 0.262
H 4.547006 4.511488 -0.803310 0.0 0.0 0.0 0.234
H 5.399182 4.489119 0.753906 0.1 0.1 0.0 0.234
H 3.703892 4.960781 0.692975 0.0 0.1 0.0 0.235
```
Forces are in eV/Å.

Output
- Gap between HOMO and LUMO: 8.373 eV
- SMILES string: Cc1cc(NC(=O)CSc2nnc(Nc3ccccc3C)s2)no1
- LUMO level: 0.011 Eh

---

Q: The lowest LUMO level belongs to which entry?
A: C15H15N2O